{
  "formula": "C3H8N4O",
  "method": "ωB97M-V/def2-TZVPD",
  "relative_energy_kcal_mol": 108.4,
  "total_energy_ev": -11244.923,
  "gap_ev": 9.7,
  "e_homo_ev": -8.970,
  "charge": 0,
  "species": ["C", "N", "C", "C", "N", "O", "N", "N", "H", "H", "H", "H", "H", "H", "H", "H"],
  "coordinates": [[-0.10661, -1.60614, 0.31708], [-1.43869, -1.63944, -0.16475], [0.08295, 0.99725, 0.29751], [0.47315, -0.27378, -0.42928], [1.13514, 1.64275, 0.86003], [-1.09867, -0.62260, -1.47538], [-1.15621, 1.31797, 0.30999], [1.62510, -0.23100, -1.00294], [-1.53267, 0.24574, -1.30886], [-2.00631, -0.99374, 0.38945], [1.02091, 2.59633, 1.16121], [2.04398, 1.36568, 0.51454], [-1.33803, 2.25042, 0.67318], [1.87072, -1.09611, -1.47682], [-0.01949, -1.48559, 1.39817], [0.44473, -2.46773, -0.06314]]
}



{
  "formula": "C3H8N4O",
  "method": "ωB97M-V/def2-TZVPD",
  "relative_energy_kcal_mol": 115.9,
  "total_energy_ev": -11244.596,
  "gap_ev": 9.1,
  "e_homo_ev": -8.204,
  "charge": 0,
  "species": ["C", "N", "C", "N", "N", "C", "N", "O", "H", "H", "H", "H", "H", "H", "H", "H"],
  "coordinates": [[1.68419, -0.94973, 0.07477], [0.08809, 0.98305, -0.26582], [0.32301, -0.62781, -0.50703], [0.94432, 2.02656, 0.11185], [-2.60662, -0.89393, 0.22724], [-1.12538, 0.91923, 0.30489], [-1.38785, -0.32426, 0.57795], [-0.10346, -1.32269, -1.39999], [1.90258, 1.72986, 0.30628], [1.17856, 2.72794, -0.58444], [-2.74114, -1.74204, 0.76469], [-2.57698, -1.20227, -0.74620], [-1.70952, 1.78197, 0.60915], [1.86047, -2.02335, 0.02829], [1.82089, -0.55510, 1.07939], [2.44885, -0.52744, -0.58103]]
}



{
  "formula": "C3H8N4O",
  "method": "ωB97M-V/def2-TZVPD",
  "relative_energy_kcal_mol": 166.0,
  "total_energy_ev": -11242.425,
  "gap_ev": 7.8,
  "e_homo_ev": -7.124,
  "charge": 0,
  "species": ["C", "N", "C", "C", "N", "N", "N", "O", "H", "H", "H", "H", "H", "H", "H", "H"],
  "coordinates": [[0.73602, -0.22134, -1.50249], [-0.46161, 0.90894, 0.99621], [-0.55491, 0.26560, -0.95367], [0.25311, -0.86004, -0.20238], [-0.31190, 2.29109, 0.96769], [-0.46105, -2.06168, -0.04859], [0.79656, -0.13469, 0.90647], [-1.60257, 0.57796, -1.49028], [-0.90506, 0.66988, 1.88282], [-0.06797, 2.58006, 0.02596], [0.39182, 2.66092, 1.60241], [-0.63493, -2.75794, -0.76943], [-0.24771, -2.71951, 0.69624], [0.77666, -0.73805, 1.73105], [0.65619, -0.84177, -2.38436], [1.63734, 0.38058, -1.45764]]
}



{
  "formula": "C3H8N4O",
  "method": "ωB97M-V/def2-TZVPD",
  "relative_energy_kcal_mol": 59.7,
  "total_energy_ev": -11247.036,
  "gap_ev": 9.7,
  "e_homo_ev": -9.021,
  "charge": 0,
  "species": ["C", "N", "C", "C", "N", "N", "N", "O", "H", "H", "H", "H", "H", "H", "H", "H"],
  "coordinates": [[0.17684, 1.02271, 1.57107], [-0.05119, -1.12550, 0.01334], [-1.57437, -0.72171, -0.42695], [-0.12233, 0.69214, 0.12757], [0.84242, -1.73247, -0.91756], [0.71220, 1.27236, -0.79517], [-1.46568, 0.57007, -0.28183], [-2.36035, -1.56495, -0.77551], [-0.05522, -1.67209, 0.87365], [1.11781, -1.01270, -1.58623], [0.31288, -2.44163, -1.42501], [0.28888, 1.50003, -1.68179], [1.47030, 1.86015, -0.48672], [-0.13069, 2.05549, 1.75479], [1.23947, 0.91510, 1.79989], [-0.40097, 0.38299, 2.23645]]
}



{
  "formula": "C3H8N4S",
  "method": "ωB97M-V/def2-TZVPD",
  "relative_energy_kcal_mol": 21.7,
  "total_energy_ev": -20035.298,
  "gap_ev": 9.9,
  "e_homo_ev": -9.470,
  "charge": 0,
  "species": ["C", "C", "C", "H", "H", "H", "H", "H", "H", "H", "H", "N", "N", "N", "N", "S"],
  "coordinates": [[-1.30123, -0.84540, -0.39834], [-0.25562, 0.08046, 0.21446], [2.11522, 0.68637, -0.18890], [-2.92788, -0.14866, 0.65593], [-2.67993, 0.59321, -0.76928], [-1.22995, -1.82961, 0.09044], [-1.05996, -1.00508, -1.44153], [0.12633, 1.65001, 1.19625], [1.69647, -2.13542, 1.34335], [3.10803, 0.27223, -0.11499], [1.03365, 2.19116, -0.60455], [-2.66587, -0.35463, -0.33205], [-0.64910, 1.13424, 0.80311], [1.10465, -0.27154, 0.03335], [2.00780, 1.90315, -0.48964], [1.57739, -1.92050, 0.00238]]
}



{
  "formula": "C3H8N4S",
  "method": "ωB97M-V/def2-TZVPD",
  "relative_energy_kcal_mol": 110.0,
  "total_energy_ev": -20031.469,
  "gap_ev": 8.2,
  "e_homo_ev": -8.325,
  "charge": 0,
  "species": ["C", "C", "C", "H", "H", "H", "H", "H", "H", "H", "H", "N", "N", "N", "N", "S"],
  "coordinates": [[1.80524, -0.25865, 0.17033], [-0.87213, -1.39926, -1.25917], [-1.57390, 0.00288, 0.49849], [2.08926, 0.01689, 1.36048], [2.67253, 0.10932, -0.52929], [1.52546, -1.36965, 0.18639], [0.98417, 0.55240, -1.50812], [-0.06784, -1.42521, -2.09390], [-2.48309, -0.59188, 0.49730], [0.15718, 1.57216, 0.34710], [-0.27606, 2.41531, 1.85056], [0.67467, 0.36904, -0.53139], [-0.61824, -0.29334, -0.49458], [-1.52963, 0.97680, 1.35233], [-0.19326, 1.60410, 1.46001], [-2.29437, -2.28089, -1.30655]]
}



{
  "formula": "C3H8N6",
  "method": "ωB97M-V/def2-TZVPD",
  "relative_energy_kcal_mol": 43.1,
  "total_energy_ev": -12177.857,
  "gap_ev": 8.3,
  "e_homo_ev": -7.307,
  "charge": 0,
  "species": ["C", "N", "C", "C", "N", "N", "N", "N", "N", "H", "H", "H", "H", "H", "H", "H", "H"],
  "coordinates": [[0.15862, 1.04394, -0.74589], [0.58651, 0.69448, 0.57718], [-1.56401, -0.46469, -0.04333], [0.18442, -1.07211, -0.05485], [1.73664, 1.40216, 0.96947], [-2.76448, 0.11740, 0.09138], [1.21656, -1.90898, -0.36063], [-0.97693, -1.44286, 0.62654], [-0.54540, -0.22455, -1.02312], [2.54421, 1.24332, 0.35159], [1.95853, 1.14245, 1.92576], [-2.99698, 0.82918, -0.58396], [-3.32016, -0.21667, 0.86779], [1.21628, -2.76357, 0.19673], [2.11086, -1.46691, -0.50131], [-0.50497, 1.92058, -0.79675], [0.96032, 1.16683, -1.49661]]
}



{
  "formula": "C3H8NO",
  "method": "ωB97M-V/def2-TZVPD",
  "relative_energy_kcal_mol": 48.1,
  "total_energy_ev": -6775.905,
  "gap_ev": 6.5,
  "e_homo_ev": -2.175,
  "charge": -1,
  "species": ["C", "O", "H", "H", "H", "C", "C", "N", "H", "H", "H", "H", "H"],
  "coordinates": [[0.34167, 0.14476, 2.26989], [0.55746, -1.17587, 1.79540], [1.06507, 0.36899, 3.04150], [0.04691, 0.91970, 1.46460], [-0.62447, 0.01824, 2.77497], [-1.03405, 0.77646, -2.12938], [-0.08508, -0.16287, -1.89320], [0.07948, -0.93563, -0.73476], [-1.80138, 1.06206, -1.34109], [-0.84021, 1.60313, -2.75558], [0.65749, -0.21827, -2.74144], [0.99679, -1.16663, -0.50823], [0.64032, -1.23405, 0.75731]]
}